Record 1
A single C21H20N2O4S molecule in a non-equilibrium geometry. Source: the Open Molecules 2025 dataset; level of theory: ωB97M-V/def2-TZVPD.

The geometry in XYZ format:
```
48
Properties=species:S:1:pos:R:3:forces:R:3
C 5.35207 2.94984 -1.58139 0.308 0.025 -0.096
C 6.02333 1.68756 -1.09537 -0.007 0.363 -0.227
O 7.17908 1.44439 -1.36006 -0.070 -0.003 0.041
C 5.20747 0.75883 -0.26903 -0.024 -0.623 0.417
C 3.83444 0.90497 -0.09699 -0.019 -0.037 0.032
C 3.11859 0.00735 0.69234 0.713 -0.537 0.198
C 3.79213 -1.03503 1.32718 0.004 0.065 0.004
C 5.15679 -1.18072 1.15232 -0.011 0.085 -0.087
C 5.86445 -0.30077 0.35707 0.038 0.151 -0.110
H 6.92858 -0.40407 0.21227 0.071 -0.003 -0.015
H 5.66913 -1.99072 1.64880 0.039 -0.072 0.053
H 3.24371 -1.70790 1.96332 0.051 -0.067 0.024
N 1.74308 0.17103 0.81077 -1.076 -0.098 0.390
S 0.56379 -0.62845 1.70638 0.236 0.550 -0.294
O 1.15639 -1.66810 2.48993 0.069 -0.005 -0.255
O -0.17638 0.39979 2.37494 -0.079 -0.053 -0.310
C -0.47014 -1.30192 0.40714 0.181 0.119 0.403
C -1.72385 -0.74421 0.28300 -0.334 0.086 -0.065
C -2.60574 -1.20188 -0.69674 0.498 -0.001 0.262
C -2.18101 -2.23181 -1.53960 -0.105 0.253 0.196
C -0.92128 -2.77732 -1.39848 0.090 0.099 0.154
C -0.03305 -2.32747 -0.42252 -0.003 -0.153 -0.098
C 1.32745 -2.92234 -0.28201 0.106 -0.138 -0.055
H 2.08393 -2.23514 -0.66094 0.101 0.004 -0.027
H 1.39869 -3.85327 -0.83890 0.037 -0.030 -0.033
H 1.54542 -3.10855 0.76622 0.115 -0.137 -0.059
H -0.61261 -3.57566 -2.05708 0.054 -0.081 -0.044
H -2.84625 -2.60388 -2.30260 -0.063 -0.067 -0.110
C -3.92164 -0.62160 -0.82061 -0.830 -0.502 -0.978
C -4.98448 -0.86292 -1.65337 1.117 -0.015 0.589
N -6.00177 -0.02112 -1.33445 -0.546 0.744 0.481
C -5.55645 0.69584 -0.34335 -0.560 -0.374 -0.711
C -6.29104 1.74527 0.35048 0.138 0.117 0.199
C -5.54522 2.95043 0.86939 0.026 0.137 -0.034
C -6.07305 1.94383 1.83075 -0.061 -0.030 0.123
H -5.36789 1.29002 2.32043 0.082 -0.054 -0.028
H -6.93354 2.19614 2.43040 -0.081 0.048 -0.016
H -4.47952 2.98366 0.70295 0.075 -0.069 -0.015
H -6.03524 3.90866 0.79488 -0.092 0.027 0.002
H -7.28487 1.88305 -0.05105 0.050 0.009 0.038
O -4.30049 0.38434 0.01780 0.181 0.160 0.276
H -5.08743 -1.57271 -2.44715 0.107 -0.219 -0.167
H -2.00801 0.04290 0.96287 -0.112 0.071 0.018
H 1.38434 1.04912 0.47166 -0.127 0.093 0.005
H 3.29983 1.71105 -0.57663 -0.038 0.124 -0.087
H 4.56412 2.70056 -2.28916 -0.136 0.012 -0.037
H 6.08821 3.57586 -2.07917 0.004 -0.026 0.001
H 4.91594 3.49310 -0.74664 -0.111 0.055 0.048
```
Forces are in eV/Å.

Properties
Structure (SMILES): CC(=O)c1cccc(NS(=O)(=O)c2cc(-c3cnc(C4CC4)o3)ccc2C)c1
Frontier orbital gap, eV: 8.354
LUMO energy, Eh: 0.0048
Highest occupied orbital energy, eV: -8.2

Record 2
A gas-phase ion, C7H14N2S (charge +2) in a non-equilibrium geometry. Source: the Open Molecules 2025 dataset; level of theory: ωB97M-V/def2-TZVPD.

The geometry in XYZ format:
```
24
Properties=species:S:1:pos:R:3:forces:R:3
C -0.27617 0.10814 -2.55456 0.191 -0.963 5.973
C -0.18033 -2.18946 -1.57753 0.204 0.402 -1.112
C -0.36574 -0.14990 -0.49515 -0.898 -0.082 -6.330
C -0.36169 -2.23584 0.77156 -0.331 2.741 3.219
C 1.49891 1.05833 -0.03692 3.755 -1.205 2.811
C 0.00592 0.62462 1.84322 -1.865 2.109 1.943
C -0.70879 2.09035 0.05774 -2.352 0.610 -1.387
N -0.24033 -1.45484 -0.44194 0.102 -0.788 -1.885
N 0.05708 0.88069 0.36549 2.662 -0.714 1.004
S -0.12769 -1.36373 -3.13476 -0.432 -1.996 2.171
H -0.41168 0.94169 -3.15924 -0.215 1.770 -0.604
H -0.30273 -3.25910 -1.47890 0.165 0.067 -0.370
H -0.23791 -3.26399 0.77544 0.914 -1.845 -0.983
H 0.26427 -1.74518 1.55713 -0.165 -0.953 -0.779
H -1.36871 -2.09658 1.13363 -0.522 0.094 0.027
H 1.44315 1.45959 -0.97193 0.320 1.569 -2.342
H 2.17318 1.62235 0.72189 -1.800 -0.309 -1.222
H 2.13146 0.09432 -0.15899 -1.743 1.004 0.415
H -0.24466 1.63406 2.34659 0.130 -1.648 -0.934
H -0.78914 -0.06933 2.05354 -0.345 0.065 0.188
H 0.88750 0.35167 2.38423 1.002 -0.621 -0.691
H -0.55645 2.29437 -1.07943 -0.338 0.237 2.405
H -1.78421 1.80579 0.26515 1.018 0.405 -0.573
H -0.50526 2.86198 0.81375 0.543 0.051 -0.945
```
Forces are in eV/Å.

Properties
Frontier orbital gap (spin up / spin down), eV: 8.030 / 8.031
Charge: +2
LUMO energy (spin up / spin down), Eh: -0.3335 / -0.3335
Highest occupied orbital energy (spin up / spin down), eV: -17.1 / -17.1

Record 3
A gas-phase ion, C6H11N4O2 (charge +1) in a non-equilibrium geometry. Source: the Open Molecules 2025 dataset; level of theory: ωB97M-V/def2-TZVPD.

The geometry in XYZ format:
```
23
Properties=species:S:1:pos:R:3:forces:R:3
C -2.60268 -0.93736 -0.29279 1.312 1.068 -0.725
C -2.50123 0.49001 -0.00595 0.588 3.604 1.428
C 1.13858 -0.82307 -1.12666 2.437 0.837 2.310
C 1.65064 -0.79151 1.32927 1.332 -0.398 -0.701
C 1.57732 0.67852 -1.14103 2.028 -2.184 -2.875
C 2.21390 0.62915 1.09832 1.564 2.091 2.406
N -1.48313 -1.54716 -0.11707 -2.210 -0.975 -1.804
N -0.53429 -1.03060 0.49903 0.988 -0.202 3.310
N 0.67749 -1.00439 0.25251 -0.769 -0.418 -0.575
N -3.59916 1.36954 -0.12650 3.411 -0.638 1.150
O -1.35410 0.87535 0.42294 -3.226 -0.350 -1.161
O 2.67575 0.82918 -0.22243 -1.265 -0.703 -0.894
H -3.45765 -1.26049 -0.83431 -0.379 -1.269 0.089
H 0.38576 -1.21466 -1.75075 -0.607 -0.126 -1.203
H 2.10486 -1.32255 -1.10455 -0.218 -0.667 -0.825
H 2.50910 -1.41095 1.02698 -0.309 -0.229 0.163
H 1.30141 -1.21664 2.29817 -0.037 1.137 -0.657
H 1.96223 0.81776 -2.22019 -0.504 0.424 1.886
H 0.68105 1.17833 -0.94607 -0.924 1.854 0.582
H 1.45704 1.41582 1.22424 -0.092 -0.357 0.648
H 3.15086 0.91063 1.82258 -2.409 -1.032 -1.699
H -4.50622 1.06278 -0.41787 -0.227 -0.056 0.082
H -3.44753 2.30232 0.33214 -0.485 -1.412 -0.934
```
Forces are in eV/Å.

Properties
Structure (SMILES): NC(=O)/C=N\N=[N+]1CCOCC1
Frontier orbital gap, eV: 8.766
Charge: +1
LUMO energy, Eh: -0.1829
Highest occupied orbital energy, eV: -13.7

Record 4
2 unconnected molecules or ions with the total composition C2H3NO in a non-equilibrium geometry. Source: the Open Molecules 2025 dataset; level of theory: ωB97M-V/def2-TZVPD.

The geometry in XYZ format:
```
7
Properties=species:S:1:pos:R:3:forces:R:3
C 1.75856 0.44640 0.27005 -0.190 -2.268 0.740
C 1.53294 -0.72760 0.56298 0.590 1.437 -0.401
N -1.23875 -0.15629 -0.25140 3.948 -2.427 -0.622
O -1.34268 -0.50671 0.96409 -1.400 0.635 0.168
H 1.63304 1.45675 0.02792 -0.020 0.802 -0.297
H -0.41631 -0.69541 -0.68726 -1.591 1.484 0.174
H -1.92681 0.18285 -0.88638 -1.336 0.336 0.238
```
Forces are in eV/Å.

Properties
Frontier orbital gap (spin up / spin down), eV: 10.487 / 5.647
LUMO energy (spin up / spin down), Eh: 0.0201 / -0.1160
Highest occupied orbital energy (spin up / spin down), eV: -9.9 / -8.8